A structure of composition C18H21N2O2ReS2. Source: the Open Molecules 2025 dataset; level of theory: ωB97M-V/def2-TZVPD.

Summary:
Calculated total energy, hartree: -1832.96965
Total charge: +1
Orbital gap (spin up / spin down), eV: 7.3 / 7.3
Spin multiplicity: 4

Last column: Löwdin charge in e.
Atoms and positions in Å:
1 Re -0.04502 0.10721 -0.04339  1.129
2 C 1.06657 -0.49993 -2.82522  -0.043
3 N -0.27918 -0.23874 -2.23663  -0.275
4 C -1.14308 -1.45899 -2.40284  -0.131
5 C -1.10447 -2.33648 -1.16188  -0.154
6 N -1.51762 -1.56242 0.04785  -0.304
7 C -2.96313 -1.19932 -0.02788  -0.058
8 C -1.33352 -2.35655 1.27386  -0.290
9 C -1.90236 -3.61506 1.40052  -0.021
10 C -1.76647 -4.32339 2.58348  -0.049
11 C -1.07324 -3.76637 3.64835  -0.052
12 C -0.50846 -2.50867 3.52855  -0.090
13 C -0.63261 -1.79855 2.33866  -0.556
14 S 0.14627 -0.21387 2.20479  0.694
15 C -0.92167 0.92750 -2.86204  -0.272
16 C -0.95749 1.06679 -4.24221  -0.013
17 C -1.59685 2.15252 -4.81714  -0.048
18 C -2.20700 3.10515 -4.01307  -0.053
19 C -2.18336 2.96767 -2.63693  -0.091
20 C -1.54519 1.87664 -2.05378  -0.530
21 S -1.60016 1.72245 -0.28555  0.708
22 H 0.98076 -0.78542 -3.87255  0.093
23 H 1.53498 -1.32110 -2.28011  0.100
24 H 1.69138 0.38077 -2.71906  0.098
25 H -0.80165 -2.03490 -3.26447  0.139
26 H -2.15848 -1.13361 -2.61545  0.129
27 H -0.09522 -2.71796 -0.98135  0.137
28 H -1.75644 -3.20007 -1.31048  0.132
29 H -3.56927 -2.09982 -0.13729  0.105
30 H -3.14972 -0.52454 -0.85719  0.061
31 H -3.23575 -0.69113 0.89336  0.105
32 H -2.46017 -4.05240 0.58215  0.117
33 H -2.20594 -5.30674 2.67427  0.116
34 H -0.96954 -4.31406 4.57475  0.118
35 H 0.03804 -2.07043 4.35288  0.113
36 H -0.48901 0.33020 -4.88109  0.118
37 H -1.61627 2.25519 -5.89303  0.116
38 H -2.70104 3.95749 -4.45841  0.118
39 H -2.65711 3.70608 -2.00340  0.113
40 C 1.97795 2.73073 1.23541  -0.002
41 C 2.42142 2.01129 -0.00745  -0.584
42 O 3.37644 2.27049 -0.67252  0.139
43 O 1.61105 0.97491 -0.37080  -0.313
44 H 2.63759 3.56777 1.43910  0.096
45 H 1.99990 2.03602 2.07702  0.064
46 H 0.95232 3.08082 1.10823  0.072